Version i
ORCA calculation (wB97M-V/def2-TZVPD) on C5H11NO2 as an isolated structure.

Each line ends with the Mulliken charge.
CARTESIAN COORDINATES (ANGSTROEM)
1 C 0.27 -1.30 -0.58  -0.7151
2 C -0.81 0.81 0.85  -0.3185
3 C 1.87 0.18 0.68  -0.9826
4 C -2.09 0.03 1.00  -1.2239
5 N 0.51 -0.18 0.35  -0.0497
6 C 0.19 -0.16 -1.56  0.7469
7 O 1.29 0.00 -2.35  -0.4817
8 O -0.85 0.50 -1.81  -0.7020
9 H 1.05 0.73 -2.95  0.3528
10 H 1.14 -1.95 -0.71  0.3371
11 H -0.68 -1.82 -0.44  0.3012
12 H -0.41 1.10 1.83  0.4777
13 H -0.93 1.72 0.26  0.2958
14 H 2.57 -0.11 -0.11  0.3546
15 H 1.95 1.26 0.85  0.3301
16 H 2.19 -0.33 1.59  0.2958
17 H -2.56 -0.14 0.03  0.2740
18 H -1.92 -0.94 1.48  0.3175
19 H -2.79 0.60 1.62  0.3901

HOMO level, eV: -8.06
Gap between HOMO and LUMO, eV: 8.929

=====

Version ii
ORCA calculation (wB97M-V/def2-TZVPD) on one molecule with the formula C5H11NO2.

Each line ends with the Mulliken charge.
CARTESIAN COORDINATES (ANGSTROEM)
1 O 0.92 3.03 1.02  -0.5806
2 C 0.50 2.06 1.61  0.0923
3 N -0.59 1.40 1.07  -0.1450
4 C -0.91 0.01 1.43  -0.7299
5 C -1.07 -0.88 0.25  -0.6192
6 C 0.15 -0.98 -0.68  -0.1476
7 C -0.08 -1.98 -1.79  -0.6949
8 O 1.16 -1.99 -2.58  -0.5180
9 H 0.93 1.70 2.56  0.3217
10 H -1.06 1.88 0.33  0.2310
11 H -0.15 -0.38 2.10  0.4118
12 H -1.88 0.14 1.94  0.2762
13 H -1.90 -0.60 -0.43  0.3435
14 H -1.31 -1.94 0.48  0.3200
15 H 1.03 -1.41 -0.14  0.2519
16 H 0.56 -0.04 -1.09  0.2582
17 H -0.40 -2.98 -1.50  0.3375
18 H -0.72 -1.72 -2.65  0.2908
19 H 1.77 -2.50 -2.05  0.3003

HOMO level, eV: -9.53
Gap between HOMO and LUMO, eV: 10.362

=====

Of them, version ii has the highest stability.

=====

Version i
ORCA calculation (wB97M-V/def2-TZVPD) on a 2-piece molecular cluster, C5H11NO2 overall.

Each line ends with the Mulliken charge.
CARTESIAN COORDINATES (ANGSTROEM)
1 C 1.66 1.40 -0.64  -1.2155
2 C 0.86 0.52 0.26  0.9569
3 O 0.64 1.04 1.49  -0.4519
4 N 0.97 -0.84 0.30  -0.6946
5 O 1.61 -1.33 -0.91  -0.4357
6 H 1.43 2.44 -0.44  0.3556
7 H 2.71 1.19 -0.46  0.3547
8 H 1.45 1.17 -1.68  0.3204
9 H 0.52 0.28 2.09  0.3944
10 H 2.09 -2.09 -0.59  0.3373
11 C -1.21 0.79 -0.59  -1.0591
12 C -1.17 -0.59 -0.36  0.4698
13 C -1.83 -1.22 0.82  -1.2121
14 H -1.10 1.16 -1.59  0.3548
15 H -1.71 1.43 0.12  0.2788
16 H -0.90 -1.25 -1.17  0.2762
17 H -2.86 -1.46 0.55  0.3451
18 H -1.87 -0.53 1.67  0.2994
19 H -1.31 -2.12 1.13  0.3255

HOMO level, eV: -7.23
Gap between HOMO and LUMO, eV: 7.926

=====

Version ii
ORCA calculation (wB97M-V/def2-TZVPD) on one molecule with the formula C5H11NO2.

Each line ends with the Mulliken charge.
CARTESIAN COORDINATES (ANGSTROEM)
1 C -1.19 1.44 -1.04  -0.7166
2 N 0.15 0.94 -1.08  -0.2569
3 C 0.76 0.52 2.16  -1.1832
4 C -0.03 -0.32 1.26  -0.2998
5 C 0.39 -0.22 -0.20  -0.4119
6 C 0.02 -1.51 -1.09  0.1910
7 O 0.60 -1.30 -2.28  -0.6479
8 O 0.41 -2.49 -0.23  -0.5630
9 H -1.14 2.48 -1.36  0.2739
10 H -1.95 0.98 -1.80  0.2356
11 H -1.38 1.29 0.15  0.2883
12 H 0.35 0.69 -2.04  0.3461
13 H 0.73 1.54 1.73  0.3056
14 H 0.40 0.49 3.20  0.3433
15 H 1.81 0.30 2.24  0.3450
16 H -0.90 -1.01 1.23  0.5425
17 H 0.58 -1.95 0.61  0.4584
18 H 1.46 -0.34 -0.30  0.3796
19 H -1.07 -1.50 -1.17  0.3701

HOMO level, eV: -7.98
Gap between HOMO and LUMO, eV: 5.049

=====

Version iii
ORCA calculation (wB97M-V/def2-TZVPD) on a 2-piece molecular cluster, C5H11NO2 overall.

Each line ends with the Mulliken charge.
CARTESIAN COORDINATES (ANGSTROEM)
1 C 1.74 -1.88 -0.52  -0.8996
2 N 1.20 -0.72 0.18  -0.3311
3 C 1.21 0.58 -0.47  0.5780
4 O 1.38 0.70 -1.66  -0.5459
5 O 1.48 1.54 0.46  -0.4578
6 H 1.23 -2.77 -0.17  0.3179
7 H 1.54 -1.75 -1.58  0.3218
8 H 2.81 -1.99 -0.34  0.2954
9 H 1.43 -0.66 1.17  0.2392
10 H 1.58 2.38 -0.01  0.3326
11 C -2.14 0.53 -1.02  -0.7418
12 C -1.29 0.39 -0.01  0.3511
13 C -1.64 0.69 1.41  -1.2370
14 H -3.18 0.79 -0.86  0.2804
15 H -1.83 0.39 -2.05  0.2674
16 H -0.36 -0.50 -0.03  0.3184
17 H -1.83 1.74 1.63  0.2859
18 H -0.84 0.43 2.11  0.2664
19 H -2.51 0.10 1.74  0.3586

HOMO level, eV: -8.56
Gap between HOMO and LUMO, eV: 9.276

=====

Version iv
ORCA calculation (wB97M-V/def2-TZVPD) on one molecule with the formula C5H11NO2.

Each line ends with the Mulliken charge.
CARTESIAN COORDINATES (ANGSTROEM)
1 C -1.17 -1.28 -1.52  -1.3099
2 C -0.57 -1.07 -0.13  -0.4021
3 C -0.37 0.42 0.12  0.2778
4 N 0.14 0.89 1.40  -0.4266
5 C 1.16 0.11 2.09  -0.8663
6 C 0.62 0.99 -0.90  0.2965
7 O 1.74 0.58 -1.09  -0.5542
8 O 0.11 2.07 -1.54  -0.4691
9 H -1.51 -2.28 -1.68  0.3868
10 H -0.43 -1.03 -2.28  0.3312
11 H -2.05 -0.63 -1.66  0.3284
12 H -1.24 -1.43 0.65  0.3022
13 H 0.39 -1.60 -0.01  0.2687
14 H -1.30 0.95 -0.07  0.3617
15 H -0.60 1.18 2.02  0.2948
16 H 2.14 0.50 1.86  0.2428
17 H 1.19 -0.92 1.71  0.2353
18 H 0.96 0.07 3.16  0.3563
19 H 0.79 2.48 -2.11  0.3457

HOMO level, eV: -8.77
Gap between HOMO and LUMO, eV: 9.654

=====

Of them, version iv has the highest stability.

=====

Version i
ORCA calculation (wB97M-V/def2-TZVPD) on one molecule with the formula C5H11NO2.

Each line ends with the Mulliken charge.
CARTESIAN COORDINATES (ANGSTROEM)
1 C -0.24 2.54 1.03  -0.9948
2 C 0.14 1.03 1.19  -0.2573
3 C 1.35 0.65 0.42  0.1658
4 O 2.50 0.78 0.82  -0.6153
5 N 1.20 -0.34 -0.60  -0.1292
6 C -0.02 -0.70 -1.25  -0.6919
7 C -0.42 -2.17 -0.78  -0.3550
8 O -1.83 -2.22 -0.79  -0.5119
9 H -1.22 2.58 0.52  0.2564
10 H -0.33 3.11 1.95  0.2964
11 H 0.53 2.95 0.37  0.3062
12 H 0.23 0.97 2.29  0.3347
13 H -0.71 0.36 1.14  0.3781
14 H 2.07 -0.26 -1.10  0.2284
15 H -0.07 -0.80 -2.34  0.3548
16 H -0.93 -0.17 -0.98  0.3244
17 H -0.13 -2.27 0.28  0.2641
18 H 0.10 -2.92 -1.37  0.3528
19 H -2.20 -3.11 -0.79  0.2933

HOMO level, eV: -9.52
Gap between HOMO and LUMO, eV: 10.286

=====

Version ii
ORCA calculation (wB97M-V/def2-TZVPD) on a 2-piece molecular cluster, C5H11NO2 overall.

Each line ends with the Mulliken charge.
CARTESIAN COORDINATES (ANGSTROEM)
1 C -1.78 0.72 0.49  -0.7854
2 C 0.40 -0.27 0.94  -0.5735
3 C 1.00 0.40 2.17  -1.2040
4 C -0.80 -0.59 -1.98  -0.2715
5 C -0.51 0.66 0.07  0.6271
6 N 0.42 -0.56 -2.53  -0.2902
7 O -1.16 -1.78 -1.52  -0.2298
8 O 0.11 1.81 -0.38  -0.5586
9 H -0.45 -2.46 -1.58  0.2327
10 H 1.05 1.64 -0.49  0.3641
11 H 0.70 0.24 -3.07  0.2762
12 H 1.18 -1.19 -2.23  0.2058
13 H -2.37 1.58 0.27  0.2738
14 H -2.28 -0.15 0.89  0.2768
15 H 1.21 -0.58 0.27  0.2758
16 H -0.17 -1.15 1.21  0.3861
17 H 1.67 -0.29 2.68  0.3883
18 H 1.58 1.28 1.91  0.2797
19 H 0.21 0.69 2.87  0.3266

HOMO level, eV: -7.56
Gap between HOMO and LUMO, eV: 8.185

=====

Version iii
ORCA calculation (wB97M-V/def2-TZVPD) on one molecule with the formula C5H11NO2.

Each line ends with the Mulliken charge.
CARTESIAN COORDINATES (ANGSTROEM)
1 C 2.64 0.20 -1.08  -1.1995
2 C 1.13 0.11 -1.25  0.7337
3 O 0.54 0.57 -2.21  -0.5835
4 N 0.34 -0.20 -0.14  -0.0926
5 C 0.49 0.67 1.12  -0.8125
6 C -1.13 -0.42 -0.40  -0.5380
7 C -2.07 -0.18 0.86  -0.0864
8 O -3.11 -1.07 0.82  -0.4886
9 H 3.15 0.02 -2.13  0.2864
10 H 3.12 -0.38 -0.30  0.3935
11 H 3.05 1.19 -0.76  0.3036
12 H 1.55 1.02 1.24  0.3151
13 H -0.09 1.66 0.91  0.2936
14 H -0.04 0.13 1.96  0.2193
15 H -1.42 -0.10 -1.37  0.4097
16 H -1.34 -1.57 -0.59  0.1356
17 H -1.33 -0.58 1.65  0.2178
18 H -2.55 0.81 1.19  0.2369
19 H -2.92 -1.86 0.48  0.2560

HOMO level, eV: -9.06
Gap between HOMO and LUMO, eV: 9.859

=====

Version iv
ORCA calculation (wB97M-V/def2-TZVPD) on a 2-piece molecular cluster, C5H11NO2 overall.

Each line ends with the Mulliken charge.
CARTESIAN COORDINATES (ANGSTROEM)
1 N -2.47 -0.91 -0.05  -0.3129
2 C -1.50 -0.21 -0.68  -0.2842
3 C -1.13 1.09 -0.28  -0.2663
4 O -0.68 1.44 0.98  -0.5475
5 H -2.83 -0.47 0.79  0.2973
6 H -2.99 -1.59 -0.59  0.2600
7 H -1.34 -0.47 -1.72  0.3994
8 H -1.97 1.78 -0.42  0.3336
9 H 0.19 1.86 0.79  0.4043
10 C 1.65 -0.51 1.27  -1.1333
11 C 1.43 -0.78 -0.20  -0.3853
12 C 0.91 0.67 -1.02  -0.0913
13 O 1.40 1.74 -0.65  -0.6463
14 H 2.27 -1.28 1.74  0.4124
15 H 0.71 -0.56 1.82  0.2441
16 H 2.18 0.44 1.40  0.2360
17 H 0.84 -1.69 -0.37  0.3506
18 H 2.38 -0.93 -0.72  0.3899
19 H 0.95 0.38 -2.09  0.3394

HOMO level (spin up / spin down), eV: -7.37 / -7.00
Gap between HOMO and LUMO (spin up / spin down), eV: 6.923 / 6.219

=====

Of them, version i has the highest stability.